{
  "formula": "C25H27N3O8PRuS2",
  "method": "the ωB97M-V functional and the def2-TZVPD basis",
  "elements": ["Ru", "O", "C", "C", "N", "C", "C", "O", "O", "C", "C", "O", "O", "H", "H", "H", "H", "H", "H", "H", "H", "H", "O", "S", "O", "O", "C", "C", "C", "C", "C", "C", "P", "C", "C", "C", "C", "C", "C", "C", "C", "C", "C", "C", "C", "H", "H", "H", "H", "H", "H", "H", "H", "H", "H", "H", "H", "H", "H", "N", "C", "N", "S", "H", "H", "H", "H"],
  "positions_angstrom": [[0.154, -0.009, 0.336], [-1.934, -1.898, 0.363], [-2.303, -2.054, 1.738], [-2.071, -0.800, 2.569], [-0.672, -0.342, 2.632], [0.216, -1.303, 3.264], [0.798, -2.258, 2.258], [1.287, -3.300, 2.630], [0.726, -1.874, 1.001], [-0.565, 0.973, 3.238], [0.812, 1.489, 2.926], [1.498, 2.031, 3.767], [1.175, 1.284, 1.687], [-1.115, -2.396, 0.219], [-3.372, -2.268, 1.756], [-1.778, -2.909, 2.170], [-2.661, 0.005, 2.138], [-2.437, -1.007, 3.585], [1.074, -0.790, 3.704], [-0.284, -1.863, 4.058], [-1.291, 1.645, 2.775], [-0.719, 0.958, 4.320], [0.700, 1.246, -1.808], [0.693, 0.001, -2.601], [-0.026, 0.134, -3.848], [0.224, -1.123, -1.746], [2.374, -0.289, -2.917], [2.846, -0.617, -4.176], [4.215, -0.735, -4.358], [5.075, -0.510, -3.290], [4.580, -0.217, -2.027], [3.209, -0.116, -1.820], [2.542, 0.246, -0.136], [3.415, -0.964, 0.881], [3.751, -2.217, 0.378], [4.311, -3.170, 1.215], [4.535, -2.880, 2.552], [4.188, -1.637, 3.062], [3.611, -0.683, 2.237], [3.325, 1.848, 0.190], [4.617, 1.920, 0.697], [5.213, 3.159, 0.897], [4.523, 4.321, 0.590], [3.227, 4.249, 0.094], [2.624, 3.018, -0.102], [2.143, -0.762, -4.985], [4.612, -0.984, -5.332], [6.146, -0.571, -3.438], [5.264, -0.070, -1.201], [3.560, -2.456, -0.660], [4.557, -4.149, 0.825], [4.968, -3.629, 3.202], [4.355, -1.410, 4.107], [3.308, 0.279, 2.638], [5.158, 1.018, 0.949], [6.213, 3.211, 1.307], [4.992, 5.284, 0.745], [2.680, 5.157, -0.126], [1.606, 2.957, -0.459], [-2.078, 2.123, -2.566], [-2.148, 1.178, -1.622], [-2.560, -0.035, -1.957], [-1.873, 1.577, 0.030], [-1.870, 1.819, -3.508], [-1.628, 2.978, -2.283], [-2.470, -0.338, -2.917], [-2.496, -0.758, -1.245]],
  "mulliken_charge": [1.001, -0.572, -0.737, -0.855, 0.909, -1.389, 0.838, -0.715, -0.786, -0.823, 0.347, -0.691, -0.365, 0.294, 0.490, 0.385, 0.442, 0.285, 0.442, 0.348, 0.451, 0.302, -0.631, 1.422, -0.797, -0.637, 0.271, -0.382, -0.673, -0.766, -0.017, -0.848, 2.877, 0.271, -0.748, -0.763, -0.684, -0.874, -0.711, 0.947, -0.242, -0.868, -0.647, -0.735, -0.583, 0.546, 0.407, 0.435, 0.379, 0.501, 0.416, 0.400, 0.455, 0.591, 0.350, 0.429, 0.394, 0.439, 0.332, -0.362, 0.234, -0.270, -0.593, 0.306, 0.264, 0.335, 0.234],
  "gap_ev": [7.49, 8.02],
  "total_energy_ev": -80756.354,
  "spin_multiplicity": 2,
  "e_above_lowest_kj_mol": 172.52,
  "charge": 0,
  "e_homo_ev": [-8.18, -8.37]
}



{
  "formula": "C4HF6NO2S",
  "method": "the ωB97M-V functional and the def2-TZVPD basis",
  "elements": ["N", "S", "O", "C", "C", "O", "C", "F", "F", "F", "C", "F", "F", "F", "H"],
  "positions_angstrom": [[-0.751, -0.648, 0.889], [0.290, 0.095, 0.016], [0.545, -0.423, -1.261], [1.574, 1.383, 0.201], [1.518, 2.637, -0.510], [2.305, 3.568, -0.316], [0.453, 2.627, -1.705], [0.782, 1.965, -2.794], [0.038, 3.870, -2.123], [-0.758, 2.092, -1.228], [2.254, 1.301, 1.442], [1.591, 1.784, 2.534], [3.488, 1.684, 1.481], [2.331, -0.104, 1.786], [-1.166, -1.487, 0.660]],
  "mulliken_charge": [-0.530, 0.973, -0.426, -0.417, 0.373, -0.549, 0.759, -0.196, -0.259, -0.278, 1.031, -0.248, -0.200, -0.334, 0.303],
  "gap_ev": [8.35, 8.35],
  "smiles": "N=S(=O)=C(C(=O)C(F)(F)F)C(F)(F)F",
  "total_energy_ev": -36884.603,
  "e_above_lowest_kj_mol": 290.17,
  "charge": 0,
  "e_homo_ev": [-10.64, -10.64]
}



{
  "formula": "C10H26ClFeI2OP2",
  "method": "the ωB97M-V functional and the def2-TZVPD basis",
  "elements": ["I", "I", "Fe", "P", "C", "C", "H", "H", "H", "H", "H", "H", "C", "H", "H", "H", "P", "C", "C", "H", "H", "H", "C", "H", "H", "H", "H", "H", "H", "Cl", "C", "C", "C", "O", "C", "H", "H", "H", "H", "H", "H", "H", "H"],
  "positions_angstrom": [[1.224, 1.338, 1.464], [-0.112, 2.379, -0.509], [-0.991, -2.541, -0.787], [0.891, -1.655, -1.322], [2.072, -0.351, -1.570], [1.855, -3.120, -0.804], [2.555, -3.352, -1.615], [1.209, -2.584, -3.492], [1.175, -3.967, -0.597], [-0.502, -2.905, -2.945], [2.507, -0.062, -0.604], [2.407, -2.834, 0.100], [0.325, -2.164, -2.993], [2.873, -0.658, -2.257], [0.015, -1.257, -3.529], [1.565, 0.531, -1.982], [-1.796, -1.224, 0.732], [-2.173, 0.283, 1.612], [-3.259, -1.602, -0.316], [-1.643, -3.561, 1.474], [-2.905, -2.597, 2.360], [-1.171, -2.353, 2.742], [-1.890, -2.591, 1.948], [-3.108, -2.493, -0.966], [-4.078, -1.763, 0.399], [-3.123, 0.186, 2.159], [-2.233, 1.108, 0.883], [-3.485, -0.706, -0.907], [-1.350, 0.481, 2.315], [-1.483, -4.623, -1.065], [2.282, 6.456, 2.292], [2.034, 6.918, 0.838], [1.423, 5.676, 0.178], [1.776, 4.503, 0.936], [2.177, 4.921, 2.255], [3.276, 6.728, 2.647], [1.526, 6.889, 2.954], [2.988, 7.207, 0.381], [1.323, 7.743, 0.777], [0.319, 5.757, 0.179], [1.739, 5.522, -0.863], [3.142, 4.441, 2.488], [1.446, 4.532, 2.977]],
  "mulliken_charge": [0.018, 0.031, -0.488, 1.153, -0.830, -1.164, 0.425, 0.433, 0.384, 0.390, 0.225, 0.358, -1.188, 0.434, 0.409, 0.244, 1.158, -0.839, -1.107, 0.365, 0.425, 0.367, -1.140, 0.330, 0.458, 0.448, 0.225, 0.425, 0.246, -0.255, -0.473, -0.491, -0.545, -0.223, -0.483, 0.272, 0.264, 0.263, 0.285, 0.313, 0.311, 0.289, 0.278],
  "gap_ev": [6.71, 3.76],
  "total_energy_ev": -94509.891,
  "spin_multiplicity": 6,
  "e_above_lowest_kj_mol": 224.30,
  "charge": 2,
  "e_homo_ev": [-13.80, -13.80]
}



{
  "formula": "C21H39Cl10NO6",
  "method": "the ωB97M-V functional and the def2-TZVPD basis",
  "elements": ["C", "C", "O", "O", "C", "C", "C", "C", "O", "C", "O", "O", "C", "C", "C", "O", "C", "N", "H", "H", "H", "H", "H", "H", "H", "H", "H", "H", "H", "H", "H", "H", "H", "H", "H", "H", "H", "Cl", "C", "C", "Cl", "H", "H", "H", "H", "Cl", "C", "C", "Cl", "H", "H", "H", "H", "Cl", "C", "C", "Cl", "H", "H", "H", "H", "Cl", "C", "C", "Cl", "H", "H", "H", "H", "Cl", "C", "C", "Cl", "H", "H", "H", "H"],
  "positions_angstrom": [[-0.047, -0.479, 2.032], [-0.629, 0.590, 1.150], [-0.072, 1.648, 1.028], [-1.787, 0.365, 0.467], [-2.831, -0.161, 1.297], [-3.871, -0.871, 0.468], [-3.435, -2.128, -0.278], [-2.738, -1.833, -1.616], [-3.382, -2.716, -2.564], [-2.629, -3.823, -2.689], [-2.756, -4.666, -3.527], [-1.670, -3.792, -1.721], [-1.334, -2.396, -1.695], [-0.615, -2.089, -3.017], [0.388, -0.953, -2.901], [0.103, 0.093, -3.841], [1.833, -1.357, -3.135], [2.007, -2.674, -3.715], [-0.555, -1.416, 1.960], [0.014, -0.128, 3.044], [0.961, -0.639, 1.691], [-2.446, -0.856, 2.033], [-3.319, 0.653, 1.813], [-4.334, -0.170, -0.210], [-4.643, -1.150, 1.170], [-4.321, -2.700, -0.474], [-2.821, -2.728, 0.380], [-2.836, -0.798, -1.877], [-0.677, -2.115, -0.898], [-0.198, -3.017, -3.367], [-1.349, -1.794, -3.751], [0.312, -0.507, -1.916], [-0.750, 0.446, -3.592], [2.397, -1.226, -2.214], [2.261, -0.649, -3.819], [2.930, -2.762, -4.101], [1.868, -3.392, -3.028], [5.087, -0.530, -4.289], [4.633, 1.073, -4.926], [5.215, 2.191, -4.104], [4.480, 2.281, -2.483], [3.547, 1.124, -4.955], [5.009, 1.129, -5.946], [5.022, 3.142, -4.595], [6.288, 2.075, -3.979], [0.860, -3.195, 3.317], [2.429, -3.293, 4.170], [3.556, -2.683, 3.384], [3.965, -3.639, 1.938], [2.621, -4.338, 4.398], [2.310, -2.751, 5.107], [4.455, -2.646, 3.993], [3.317, -1.673, 3.062], [7.758, -4.992, 4.886], [7.671, -3.767, 3.594], [8.014, -2.388, 4.096], [6.773, -1.749, 5.207], [6.671, -3.800, 3.169], [8.383, -4.062, 2.826], [8.073, -1.700, 3.255], [8.965, -2.377, 4.620], [-5.407, 1.402, 2.894], [-5.689, 2.739, 1.744], [-5.312, 4.076, 2.319], [-6.411, 4.575, 3.636], [-6.736, 2.710, 1.453], [-5.079, 2.536, 0.864], [-5.376, 4.832, 1.539], [-4.299, 4.070, 2.713], [-3.704, 8.424, 1.331], [-4.649, 8.417, -0.179], [-5.487, 7.174, -0.311], [-4.486, 5.718, -0.565], [-3.956, 8.519, -1.009], [-5.296, 9.292, -0.156], [-6.145, 7.261, -1.173], [-6.098, 7.012, 0.575]],
  "mulliken_charge": [-0.864, 0.601, -0.615, -0.226, -0.106, -0.969, -1.158, 0.534, -0.485, 0.570, -0.548, -0.551, -0.006, -1.985, 0.940, -0.676, -0.471, -0.603, 0.196, 0.410, 0.359, 0.393, -0.149, 0.318, 0.495, 0.448, 0.341, 0.624, 0.888, 0.738, 0.481, -0.066, 0.363, 0.313, -0.094, 0.260, 0.192, -0.186, -0.445, -0.425, -0.169, 0.273, 0.359, 0.292, 0.309, -0.157, -0.561, 0.043, -0.222, 0.385, 0.298, -0.085, 0.305, -0.186, -0.120, -0.460, -0.192, 0.009, 0.328, 0.281, 0.366, -0.202, -0.299, 0.268, -0.205, 0.459, 0.158, -0.468, 0.355, -0.177, -0.410, -0.490, -0.184, 0.312, 0.299, 0.352, 0.302],
  "gap_ev": 9.55,
  "smiles": "CC(=O)OCCC[C@@H]1OC(=O)O[C@H]1C[C@H](O)CN.ClCCCl.ClCCCl.ClCCCl.ClCCCl.ClCCCl",
  "total_energy_ev": -161409.538,
  "charge": 0,
  "e_homo_ev": -9.19
}



{
  "formula": "C6H9NO3",
  "method": "the ωB97M-V functional and the def2-TZVPD basis",
  "elements": ["N", "C", "C", "O", "C", "C", "O", "C", "C", "H", "H", "H", "H", "H", "H", "H", "O", "H", "H"],
  "positions_angstrom": [[2.814, 0.558, 0.780], [1.809, -0.012, 0.621], [0.513, -0.748, 0.794], [0.558, -1.836, 1.317], [-0.711, -0.095, 0.267], [-0.626, 1.372, -0.069], [-0.442, 2.092, 1.132], [-2.036, -0.636, 0.783], [-1.603, -0.992, -0.587], [-1.555, 1.675, -0.578], [0.204, 1.557, -0.772], [-0.257, 3.013, 0.930], [-1.985, -1.406, 1.553], [-2.826, 0.105, 0.907], [-2.083, -0.510, -1.440], [-1.236, -2.002, -0.767], [3.188, -0.576, -1.970], [2.656, -1.355, -1.778], [3.619, -0.204, -1.123]],
  "mulliken_charge": [-0.534, 0.189, 0.495, -0.555, 1.016, -0.959, -0.537, -0.606, -0.667, 0.397, 0.421, 0.325, 0.247, 0.255, 0.258, 0.276, -0.676, 0.307, 0.349],
  "gap_ev": 10.47,
  "smiles": "N#CC(=O)C1(CO)CC1.O",
  "total_energy_ev": -13998.583,
  "e_above_lowest_kj_mol": 195.43,
  "charge": 0,
  "e_homo_ev": -10.92
}



{
  "formula": "C21H63O28P7",
  "method": "the ωB97M-V functional and the def2-TZVPD basis",
  "elements": ["C", "O", "P", "O", "O", "C", "O", "C", "H", "H", "H", "H", "H", "H", "H", "H", "H", "C", "O", "P", "O", "O", "C", "O", "C", "H", "H", "H", "H", "H", "H", "H", "H", "H", "C", "O", "P", "O", "O", "C", "O", "C", "H", "H", "H", "H", "H", "H", "H", "H", "H", "C", "O", "P", "O", "O", "C", "O", "C", "H", "H", "H", "H", "H", "H", "H", "H", "H", "C", "O", "P", "O", "O", "C", "O", "C", "H", "H", "H", "H", "H", "H", "H", "H", "H", "C", "O", "P", "O", "O", "C", "O", "C", "H", "H", "H", "H", "H", "H", "H", "H", "H", "C", "O", "P", "O", "O", "C", "O", "C", "H", "H", "H", "H", "H", "H", "H", "H", "H"],
  "positions_angstrom": [[-4.372, -0.015, 10.730], [-4.443, 0.694, 9.472], [-3.431, 0.305, 8.293], [-3.725, -1.070, 7.758], [-3.429, 1.502, 7.255], [-3.083, 1.292, 5.911], [-1.933, 0.441, 8.957], [-0.775, -0.275, 8.533], [-3.686, 0.622, 11.289], [-3.955, -1.022, 10.698], [-5.360, -0.054, 11.187], [-3.392, 0.266, 5.708], [-2.036, 1.576, 5.806], [-3.711, 1.878, 5.240], [-0.998, -1.206, 8.012], [-0.184, -0.591, 9.393], [-0.091, 0.443, 8.080], [11.123, 4.889, -2.525], [11.100, 3.627, -1.966], [11.545, 3.511, -0.369], [12.984, 3.860, -0.171], [11.094, 1.987, 0.021], [10.862, 1.558, 1.376], [10.534, 4.570, 0.458], [9.093, 4.370, 0.489], [10.076, 5.116, -2.724], [11.613, 4.856, -3.498], [11.463, 5.725, -1.915], [11.728, 1.672, 2.027], [10.685, 0.483, 1.365], [10.104, 2.103, 1.940], [8.675, 4.098, 1.458], [8.714, 3.496, -0.040], [8.554, 5.238, 0.111], [-0.672, -9.798, 1.561], [-0.392, -9.220, 2.843], [-0.878, -7.698, 3.233], [-0.325, -7.149, 4.535], [-2.497, -7.830, 3.104], [-3.489, -6.873, 3.585], [-0.550, -6.885, 1.828], [0.820, -6.844, 1.465], [0.162, -10.446, 1.293], [-0.894, -9.043, 0.807], [-1.513, -10.481, 1.677], [-3.191, -5.843, 3.385], [-3.433, -6.833, 4.673], [-4.484, -7.036, 3.172], [1.010, -6.730, 0.398], [1.523, -7.570, 1.873], [1.222, -5.885, 1.791], [-0.826, 3.769, -1.993], [0.122, 3.029, -1.290], [0.164, 1.418, -1.428], [0.049, 0.875, -2.807], [1.652, 1.074, -0.797], [2.293, 1.780, 0.315], [-1.021, 0.869, -0.429], [-1.079, -0.509, -0.219], [-0.355, 4.181, -2.886], [-1.210, 4.512, -1.294], [-1.763, 3.257, -2.215], [2.181, 1.170, 1.211], [1.745, 2.714, 0.439], [3.312, 1.967, -0.022], [-0.177, -1.086, -0.423], [-1.872, -0.975, -0.803], [-1.418, -0.643, 0.808], [-7.180, -3.511, -5.471], [-7.313, -2.178, -5.018], [-7.922, -1.944, -3.510], [-7.120, -2.424, -2.321], [-8.138, -0.273, -3.483], [-6.972, 0.553, -3.644], [-9.463, -2.539, -3.614], [-10.615, -2.058, -2.863], [-7.575, -3.672, -6.474], [-7.645, -4.185, -4.752], [-6.131, -3.803, -5.524], [-7.025, 1.321, -2.872], [-7.071, 0.967, -4.647], [-6.047, 0.044, -3.375], [-11.434, -1.872, -3.559], [-10.445, -1.065, -2.449], [-11.095, -2.614, -2.057], [-7.010, 8.492, -0.768], [-7.593, 7.195, -1.143], [-8.286, 7.027, -2.581], [-9.114, 8.135, -3.151], [-6.960, 6.746, -3.364], [-6.110, 7.744, -3.896], [-8.986, 5.542, -2.653], [-10.273, 5.370, -2.064], [-6.098, 8.289, -0.207], [-7.764, 9.124, -0.300], [-6.649, 9.192, -1.522], [-6.202, 8.764, -3.524], [-6.141, 7.728, -4.986], [-5.106, 7.534, -3.528], [-10.163, 5.115, -1.010], [-10.781, 4.607, -2.654], [-10.912, 6.254, -2.064], [10.083, -2.403, -5.813], [10.371, -3.036, -4.516], [9.217, -3.707, -3.609], [9.046, -5.169, -3.787], [9.799, -3.417, -2.167], [11.075, -3.792, -1.840], [7.980, -2.654, -3.708], [6.708, -2.929, -3.063], [9.208, -2.831, -6.304], [10.913, -2.648, -6.475], [9.889, -1.343, -5.652], [11.763, -3.970, -2.666], [11.151, -4.726, -1.283], [11.353, -3.032, -1.111], [6.995, -3.718, -2.369], [5.979, -3.350, -3.755], [6.247, -2.064, -2.585]],
  "mulliken_charge": [-0.600, -0.377, 1.160, -0.688, -0.323, -0.682, -0.323, -0.703, 0.264, 0.308, 0.246, 0.359, 0.248, 0.239, 0.333, 0.277, 0.262, -0.714, -0.315, 0.971, -0.675, -0.193, -0.618, -0.327, -0.814, 0.267, 0.274, 0.337, 0.316, 0.250, 0.243, 0.338, 0.339, 0.318, -0.621, -0.331, 0.970, -0.671, -0.269, -0.667, -0.277, -0.802, 0.245, 0.339, 0.256, 0.289, 0.314, 0.259, 0.309, 0.338, 0.320, -0.722, -0.303, 1.007, -0.669, -0.295, -0.527, -0.266, -0.651, 0.259, 0.284, 0.326, 0.240, 0.287, 0.209, 0.309, 0.261, 0.251, -0.661, -0.274, 0.948, -0.633, -0.269, -0.699, -0.302, -0.642, 0.246, 0.316, 0.265, 0.274, 0.236, 0.359, 0.280, 0.258, 0.297, -0.665, -0.278, 0.931, -0.657, -0.255, -0.711, -0.234, -0.711, 0.309, 0.286, 0.244, 0.279, 0.275, 0.313, 0.289, 0.241, 0.343, -0.653, -0.274, 0.851, -0.663, -0.207, -0.594, -0.258, -0.606, 0.317, 0.265, 0.261, 0.286, 0.266, 0.217, 0.308, 0.256, 0.230],
  "gap_ev": 10.37,
  "smiles": "COP(=O)(OC)OC.COP(=O)(OC)OC.COP(=O)(OC)OC.COP(=O)(OC)OC.COP(=O)(OC)OC.COP(=O)(OC)OC.COP(=O)(OC)OC",
  "total_energy_ev": -145160.956,
  "e_above_lowest_kj_mol": 610.65,
  "charge": 0,
  "e_homo_ev": -10.23
}